Model A:
This record from the OMol25 dataset describes a gas-phase ion, C4H10NS (charge +1). The level of theory is ωB97M-V with the def2-TZVPD basis set.

## Properties
SMILES = C[C@@H]1C[NH2+]CS1
charge = +1
highest occupied orbital energy = -0.493 hartree
orbital gap = 9.682 eV
molar mass = 104.20 g mol⁻¹

Each line ends with the Löwdin charge.
Positions of all 16 atoms, in Å:
C  0.882  0.588  0.199  -0.1206
C  -1.552  1.172  0.332  -0.3283
C  0.163  -0.802  -0.430  -0.4977
C  0.783  -2.219  -0.112  -0.1030
N  -0.172  1.564  -0.057  -0.0847
S  -1.464  -0.726  0.493  0.9041
H  1.098  0.643  1.331  0.1662
H  1.693  1.058  -0.411  0.1431
H  -1.835  1.467  1.422  0.1339
H  -2.185  1.436  -0.467  0.0730
H  -0.096  -0.556  -1.422  0.0738
H  1.746  -2.617  -0.708  0.1403
H  -0.084  -2.833  -0.355  0.0582
H  1.052  -2.336  0.893  0.0468
H  0.144  2.441  0.394  0.1926
H  -0.172  1.721  -1.104  0.2022

Model B:
This record from the OMol25 dataset describes 2 unconnected molecules or ions with the total composition C4H10NS. The level of theory is ωB97M-V with the def2-TZVPD basis set.

## Properties
charge = +1
highest occupied orbital energy = -0.476 hartree
orbital gap = 8.359 eV
molar mass = 104.20 g mol⁻¹

Each line ends with the Löwdin charge.
Positions of all 16 atoms, in Å:
C  0.522  1.830  0.472  -0.0541
C  1.964  1.842  -0.115  -0.1290
C  1.338  0.556  0.164  -0.6927
C  -1.881  -1.424  -0.739  -0.0262
N  -0.829  -1.470  0.308  0.0211
S  1.896  -0.963  0.263  0.8528
H  0.507  1.983  1.544  0.1077
H  -0.261  2.155  -0.188  0.1042
H  1.989  2.380  -1.066  0.1344
H  2.780  1.961  0.521  0.0979
H  -1.846  -2.515  -1.144  0.1450
H  -2.931  -1.141  -0.433  0.1232
H  -1.605  -0.678  -1.384  0.0515
H  -0.980  -2.259  0.920  0.1468
H  -0.812  -0.577  0.889  0.1588
H  0.150  -1.680  -0.014  -0.0414

Which of them is the most stable, and which is the least stable? model A and model B, in that order.

Model A:
This record from the OMol25 dataset describes 2 unconnected molecules or ions with the total composition C3H2FN. The level of theory is ωB97M-V with the def2-TZVPD basis set.

## Properties
SMILES = C#CC#N.F
charge = 0
highest occupied orbital energy = -0.391 hartree
orbital gap = 10.526 eV
molar mass = 71.05 g mol⁻¹

Each line ends with the Löwdin charge.
Positions of all 7 atoms, in Å:
C  -1.285  1.169  -0.022  0.2016
C  -0.419  0.299  -0.033  -0.1394
C  0.608  -0.481  0.042  -0.2726
N  1.403  -1.394  0.088  0.1863
F  2.823  1.092  -0.035  -0.0290
H  -2.227  1.504  0.050  0.0068
H  3.036  1.411  -0.832  0.0463

Model B:
This record from the OMol25 dataset describes a single C3H2FN molecule. The level of theory is ωB97M-V with the def2-TZVPD basis set.

## Properties
SMILES = [H]/N=c1/cc1F
charge = 0
highest occupied orbital energy = -0.350 hartree
orbital gap = 10.212 eV
molar mass = 71.05 g mol⁻¹

Each line ends with the Löwdin charge.
Positions of all 7 atoms, in Å:
C  -0.663  1.077  -0.123  0.1501
C  -1.484  0.006  0.008  -0.2111
C  -0.085  -0.261  0.084  -0.3509
N  0.881  -1.082  -0.002  0.0832
F  -2.659  -0.524  0.036  0.1590
H  -0.700  2.168  -0.434  0.1225
H  0.475  -1.978  0.292  0.0471

Which of them is the most stable, and which is the least stable? model A and model B, in that order.

Model A:
This record from the OMol25 dataset describes 2 unconnected molecules or ions with the total composition C3H10N2. The level of theory is ωB97M-V with the def2-TZVPD basis set.

## Properties
SMILES = C=N.CCN
charge = 0
highest occupied orbital energy = -0.342 hartree
orbital gap = 9.912 eV
molar mass = 74.13 g mol⁻¹

Each line ends with the Löwdin charge.
Positions of all 15 atoms, in Å:
C  -3.518  0.260  -0.460  -0.1234
N  -2.594  1.038  -0.013  -0.0132
H  -3.240  -0.413  -1.264  0.0627
H  -4.305  0.033  0.250  0.0515
H  -2.489  0.916  0.995  0.0352
C  1.781  -1.383  0.120  -0.0946
C  1.822  0.090  -0.364  -0.3603
N  1.430  0.991  0.712  -0.0341
H  2.714  -1.578  0.616  0.0589
H  1.521  -1.975  -0.759  0.0657
H  1.004  -1.440  0.871  0.0563
H  1.242  0.152  -1.303  0.0971
H  2.796  0.445  -0.627  0.0873
H  0.424  0.932  0.907  0.0497
H  1.413  1.931  0.318  0.0611

Model B:
This record from the OMol25 dataset describes a single C3H10N2 molecule. The level of theory is ωB97M-V with the def2-TZVPD basis set.

## Properties
SMILES = CNCCN
charge = 0
highest occupied orbital energy = -0.322 hartree
orbital gap = 10.002 eV
molar mass = 74.13 g mol⁻¹

Each line ends with the Löwdin charge.
Positions of all 15 atoms, in Å:
N  -0.324  1.051  2.063  -0.0187
C  0.432  1.019  0.812  -0.2888
C  -0.475  0.561  -0.314  -0.2444
N  -0.461  -0.908  -0.462  -0.1321
C  0.444  -1.429  -1.470  -0.1419
H  -0.944  0.254  2.142  0.0591
H  0.247  1.127  2.889  0.0560
H  0.793  2.026  0.620  0.1000
H  1.291  0.347  0.869  0.1026
H  -1.493  0.845  -0.061  0.1089
H  -0.230  1.035  -1.265  0.1010
H  -1.411  -1.215  -0.590  0.0888
H  1.368  -1.779  -1.020  0.0637
H  0.026  -2.274  -2.014  0.0740
H  0.735  -0.660  -2.198  0.0719

Model C:
This record from the OMol25 dataset describes 2 unconnected molecules or ions with the total composition C3H10N2. The level of theory is ωB97M-V with the def2-TZVPD basis set.

## Properties
SMILES = C=C.NCN
charge = 0
highest occupied orbital energy = -0.341 hartree
orbital gap = 10.427 eV
molar mass = 74.13 g mol⁻¹

Each line ends with the Löwdin charge.
Positions of all 15 atoms, in Å:
C  0.169  0.716  2.257  -0.1066
C  -1.047  0.128  2.343  -0.0818
H  0.325  1.841  2.313  0.0649
H  1.075  0.076  2.196  0.0479
H  -1.858  0.662  2.729  0.0145
H  -1.215  -0.913  1.909  0.0754
N  -0.064  1.000  -1.638  -0.0180
C  -0.169  -0.437  -1.551  -0.3972
N  0.881  -1.375  -1.023  -0.0250
H  0.583  1.328  -2.389  0.0765
H  0.304  1.368  -0.732  0.0636
H  -0.605  -0.905  -2.497  0.1229
H  -0.935  -0.568  -0.795  0.0683
H  1.549  -0.708  -0.678  0.0284
H  1.347  -1.997  -1.720  0.0663

Model D:
This record from the OMol25 dataset describes 2 unconnected molecules or ions with the total composition C3H10N2. The level of theory is ωB97M-V with the def2-TZVPD basis set.

## Properties
SMILES = C=CN.CN
charge = 0
highest occupied orbital energy = -0.308 hartree
orbital gap = 9.241 eV
molar mass = 74.13 g mol⁻¹

Each line ends with the Löwdin charge.
Positions of all 15 atoms, in Å:
C  -1.856  0.627  -1.394  -0.1614
N  -1.897  1.537  -0.179  -0.0801
H  -2.696  0.898  -2.026  0.0665
H  -0.856  0.629  -1.826  0.0604
H  -2.070  -0.321  -0.902  0.0482
H  -2.747  2.092  -0.219  0.0437
H  -1.186  2.261  -0.206  0.0460
C  2.696  -0.679  0.941  -0.0382
C  1.393  -0.971  0.942  -0.3135
N  0.335  -0.964  0.033  0.0390
H  3.095  -0.252  0.018  0.0453
H  3.164  -0.616  1.917  0.0414
H  0.966  -1.191  1.941  0.1021
H  0.341  -0.166  -0.573  0.0400
H  -0.598  -1.099  0.366  0.0605

Which of them is the most stable, and which is the least stable? model B and model A, in that order.

Model A:
This record from the OMol25 dataset describes a single C4H3NO2 molecule. The level of theory is ωB97M-V with the def2-TZVPD basis set.

## Properties
SMILES = [H]/N=C1/C=CC(=O)O1
charge = 0
highest occupied orbital energy = -0.383 hartree
orbital gap = 10.181 eV
molar mass = 97.07 g mol⁻¹

Each line ends with the Löwdin charge.
Positions of all 10 atoms, in Å:
N  2.194  -0.237  -0.002  0.1888
C  0.965  0.015  0.036  -0.3925
C  -0.134  -0.971  -0.065  0.0152
C  -1.267  -0.409  0.318  0.0400
C  -0.969  1.006  0.093  -0.4494
O  -1.675  1.462  -0.736  0.1779
O  0.391  1.292  0.235  0.0933
H  2.759  0.598  0.125  0.0731
H  0.028  -1.991  -0.335  0.1183
H  -2.292  -0.764  0.333  0.1353

Model B:
This record from the OMol25 dataset describes a single C4H3NO2 molecule. The level of theory is ωB97M-V with the def2-TZVPD basis set.

## Properties
SMILES = C=C1OC=NC1=O
charge = 0
highest occupied orbital energy = -0.370 hartree
orbital gap = 9.509 eV
molar mass = 97.07 g mol⁻¹

Each line ends with the Löwdin charge.
Positions of all 10 atoms, in Å:
C  1.291  -0.593  -0.950  0.1166
C  0.173  -0.372  -0.297  -0.2603
C  -1.458  -0.104  1.046  -0.0867
C  0.000  1.065  -0.005  -0.5562
H  1.797  0.309  -1.354  0.0953
H  1.704  -1.830  -0.832  0.1717
H  -2.207  -0.402  1.718  0.1326
N  -1.113  1.091  0.698  0.1763
O  -0.887  -1.104  0.328  0.0717
O  0.699  1.940  -0.352  0.1389

Model C:
This record from the OMol25 dataset describes a single C4H3NO2 molecule. The level of theory is ωB97M-V with the def2-TZVPD basis set.

## Properties
charge = 0
highest occupied orbital energy = -0.333 hartree
orbital gap = 8.057 eV
molar mass = 97.07 g mol⁻¹

Each line ends with the Löwdin charge.
Positions of all 10 atoms, in Å:
O  -1.852  0.179  2.620  0.0796
C  -0.917  0.526  1.940  -0.2838
C  -0.203  0.280  0.779  0.0308
N  0.695  0.692  0.025  0.1031
C  0.976  0.158  -1.140  -0.1168
C  0.142  -0.956  -1.494  -0.2337
O  -0.753  -1.319  -0.719  0.0365
H  -0.180  1.354  2.170  0.1574
H  1.776  0.546  -1.746  0.1003
H  0.327  -1.462  -2.452  0.1265

Model D:
This record from the OMol25 dataset describes a single C4H3NO2 molecule. The level of theory is ωB97M-V with the def2-TZVPD basis set.

## Properties
charge = 0
highest occupied orbital energy = -0.354 hartree
orbital gap = 8.790 eV
molar mass = 97.07 g mol⁻¹

Each line ends with the Löwdin charge.
Positions of all 10 atoms, in Å:
O  2.005  -0.233  1.885  0.1283
C  1.416  0.637  1.330  -0.2555
C  -0.169  0.030  0.496  -0.1884
N  -0.140  0.759  1.463  0.2372
O  -2.048  0.598  -1.055  0.0179
C  -1.253  -0.244  -1.442  -0.2933
C  -0.103  -0.637  -0.649  -0.0276
H  1.840  1.420  0.696  0.1465
H  -1.406  -0.805  -2.371  0.1167
H  0.610  -1.427  -0.846  0.1183

Which of them is the most stable, and which is the least stable? model A and model C, in that order.

Model A:
This record from the OMol25 dataset describes a single C4H3NO2 molecule. The level of theory is ωB97M-V with the def2-TZVPD basis set.

## Properties
SMILES = N#CC1=COCO1
charge = 0
highest occupied orbital energy = -0.332 hartree
orbital gap = 9.567 eV
molar mass = 97.07 g mol⁻¹

Each line ends with the Löwdin charge.
Positions of all 10 atoms, in Å:
C  1.454  1.712  -0.155  -0.1122
C  0.536  0.564  0.025  -0.2004
C  0.553  -0.591  -0.630  -0.1037
C  -1.291  -0.609  0.453  -0.1911
H  1.353  -1.308  -1.059  0.1879
H  -2.383  -0.608  0.159  0.1498
H  -1.290  -0.887  1.586  0.1598
N  2.339  2.399  -0.547  0.1439
O  -0.455  -1.395  -0.370  0.0067
O  -0.816  0.724  0.539  -0.0408

Model B:
This record from the OMol25 dataset describes a single C4H3NO2 molecule. The level of theory is ωB97M-V with the def2-TZVPD basis set.

## Properties
SMILES = O=Cc1ccon1
charge = 0
highest occupied orbital energy = -0.386 hartree
orbital gap = 10.640 eV
molar mass = 97.07 g mol⁻¹

Each line ends with the Löwdin charge.
Positions of all 10 atoms, in Å:
O  0.708  -1.414  -2.222  0.0703
C  -0.226  -0.831  -1.727  -0.1987
C  -0.179  -0.108  -0.419  -0.2405
N  -1.354  0.153  0.105  0.1165
O  -1.133  0.607  1.374  -0.0115
C  0.183  0.604  1.602  -0.1113
C  0.864  0.221  0.505  0.0012
H  -1.234  -0.836  -2.186  0.1266
H  0.557  0.901  2.570  0.1328
H  1.814  0.703  0.397  0.1146

Which of them is the most stable, and which is the least stable? model B and model A, in that order.

Model A:
This record from the OMol25 dataset describes a single C4H3NO2 molecule. The level of theory is ωB97M-V with the def2-TZVPD basis set.

## Properties
SMILES = O=Cc1ncco1
charge = 0
highest occupied orbital energy = -0.365 hartree
orbital gap = 9.692 eV
molar mass = 97.07 g mol⁻¹

Each line ends with the Löwdin charge.
Positions of all 10 atoms, in Å:
O  2.645  0.941  0.343  0.0880
C  2.021  0.032  -0.145  -0.1719
C  0.554  -0.099  -0.059  -0.3277
N  -0.164  -1.020  -0.624  0.1580
C  -1.466  -0.688  -0.229  -0.1143
C  -1.402  0.397  0.563  -0.1035
O  -0.140  0.823  0.655  0.1038
H  2.480  -0.800  -0.709  0.1306
H  -2.324  -0.526  -0.830  0.1061
H  -2.203  0.940  1.035  0.1310

Model B:
This record from the OMol25 dataset describes 2 unconnected molecules or ions with the total composition C4H3NO2. The level of theory is ωB97M-V with the def2-TZVPD basis set.

## Properties
charge = 0
highest occupied orbital energy = -0.338 hartree
orbital gap = 10.059 eV
molar mass = 97.07 g mol⁻¹

Each line ends with the Löwdin charge.
Positions of all 10 atoms, in Å:
O  3.625  0.631  0.415  0.0400
C  2.861  -0.154  0.112  -0.0224
C  0.507  0.704  0.240  -0.1291
N  0.153  -0.529  -0.162  -0.0006
C  -1.227  -0.679  -0.281  -0.0738
C  -1.717  0.520  0.066  -0.1096
O  -0.673  1.346  0.377  -0.0267
H  0.904  -1.190  -0.325  0.0856
H  -1.739  -1.578  -0.587  0.1155
H  -2.709  0.937  0.145  0.1212

Which of them is the most stable, and which is the least stable? model A and model B, in that order.